22
Properties=species:S:1:pos:R:3:lowdin_charge:R:1 method="wB97M-V/def2-TZVPD" largest_force_ev_per_a=2.32 spin_multiplicity=2 s_squared=0.75 charge=-1 homo_energy_ev="1.4 / -4.7" homo_lumo_gap_ev="2.70 / 8.77" mol_weight_g_mol=114.2
H 1.869 -1.556 -0.271 0.04
H -0.171 1.612 1.968 0.06
C 0.578 0.944 -1.206 -0.20
C 0.400 1.073 1.212 -0.31
H 1.833 2.269 -0.027 0.08
H 1.482 0.475 -1.583 0.09
C 0.817 1.882 -0.034 -0.23
N -0.311 -0.124 0.758 -0.19
C 0.048 -1.570 -1.202 -0.30
H 0.771 -2.580 0.427 0.03
H 1.323 0.769 1.724 0.06
C -0.390 -0.133 -0.723 -0.34
H -0.848 -2.185 -1.141 0.08
C -1.639 -0.250 1.357 -0.32
H -1.426 -0.059 -1.046 0.10
H -1.575 -0.227 2.440 0.02
H -2.376 0.501 1.035 0.03
H 0.370 -1.544 -2.238 0.09
N 1.109 -2.201 -0.444 -0.02
H 0.086 1.457 -2.031 0.09
H -2.043 -1.246 1.111 0.04
H 0.092 2.692 -0.087 0.07



56
Properties=species:S:1:pos:R:3:lowdin_charge:R:1 method="wB97M-V/def2-TZVPD" largest_force_ev_per_a=1.36 homo_energy_ev=-8.5 smiles="Cc1c(C(=O)N2CCN(Cc3ccccc3)CC2)oc2c1C(=O)CC(C)(C)C2" homo_lumo_gap_ev=8.99 mol_weight_g_mol=380.5
C 3.303 -0.710 -1.714 -0.15
C -3.546 1.972 1.314 -0.02
H 1.866 2.506 2.968 0.10
C -4.165 3.157 -0.794 -0.05
C -4.628 0.708 -0.566 -0.06
C -1.966 -2.024 0.170 -0.11
N 4.281 -0.571 -0.654 -0.15
C 4.676 0.796 -0.334 -0.14
C -2.468 -3.357 0.576 -0.01
H 1.611 0.145 -0.694 0.11
C -2.773 -0.883 -0.133 -0.04
O 0.552 -3.355 0.965 0.06
H -2.301 1.636 -1.893 0.14
C 0.575 -2.359 0.252 -0.38
O -5.021 -1.501 0.280 0.10
H -5.621 0.925 -0.170 0.13
C 1.692 3.144 -0.340 -0.09
H -3.258 -3.240 1.315 0.09
H 4.879 -1.799 0.918 0.12
C 3.950 -1.377 0.517 -0.15
C 2.118 2.476 1.918 -0.08
H -3.157 1.060 1.758 0.09
H 1.176 -0.921 -2.046 0.13
H -1.507 2.212 -0.426 0.12
H 5.455 0.727 0.430 0.13
H -1.657 -3.956 0.977 0.07
H 0.484 3.728 1.331 0.10
H 3.538 -1.618 -2.280 0.12
H -5.132 3.411 -0.368 0.09
C -4.214 -0.675 -0.081 -0.34
N 1.733 -1.911 -0.289 -0.02
H -2.903 -3.864 -0.285 0.10
C 1.861 -0.792 -1.202 -0.12
H 3.405 -3.148 -0.611 0.13
H 3.478 -0.771 1.303 0.11
H -2.885 2.794 1.580 0.09
C 2.981 -2.496 0.160 -0.12
C 2.787 2.412 -0.761 -0.06
H 5.123 1.219 -1.239 0.12
C -3.652 1.840 -0.207 -0.54
H 3.834 1.246 2.227 0.11
O -0.642 -0.295 -0.405 0.10
H -4.276 3.084 -1.874 0.08
H 3.393 0.133 -2.398 0.12
C -2.266 1.524 -0.804 -0.04
C 1.344 3.164 1.000 -0.10
C 3.220 1.752 1.496 -0.05
H -4.715 0.638 -1.655 0.14
C 3.554 1.687 0.147 -0.22
H -4.525 2.168 1.743 0.09
C -0.666 -1.614 -0.021 -0.09
H -3.472 3.966 -0.574 0.09
H 2.756 -3.106 1.037 0.12
C -1.902 0.129 -0.462 -0.18
H 1.110 3.700 -1.061 0.10
H 3.052 2.406 -1.809 0.11



These records have energy relative to the best compared isomer or geometry (same formula, charge and spin) values of 0.117, 1.089 eV, in the order they appear.